# 1
ORCA calculation (ωB97M-V with the def2-TZVPD basis set) on a molecular structure, C6Cl5F6PPdTe4.

Geometry as ORCA input:
```
! RIJCOSX wB97M-V def2-TZVPD def2/J DEFGRID3
* xyz 1 2
Pd -0.256 -0.026 -0.118
Te 2.420 1.102 1.750
Te 3.415 3.077 3.095
Te -0.264 4.522 2.171
Te 0.044 2.252 0.965
Cl -0.938 -2.066 -1.309
C -2.257 -0.926 -1.532
C -2.016 0.279 -0.920
C -2.973 1.273 -1.014
Cl -2.776 2.829 -0.285
C -4.152 1.019 -1.730
Cl -5.344 2.241 -1.861
C -4.366 -0.220 -2.340
Cl -5.806 -0.519 -3.209
C -3.401 -1.223 -2.243
Cl -3.592 -2.758 -2.958
F 1.428 -1.225 0.370
P 2.850 -2.419 0.345
F 2.891 -2.116 -1.213
F 3.767 -1.107 0.584
F 2.610 -2.481 1.920
F 4.058 -3.408 0.344
F 1.729 -3.521 0.115
*
```

LUMO (spin up / spin down)	-7.172 / -6.920	eV
electronic energy	-127076.3937	eV
frontier orbital gap (spin up / spin down)	5.291 / 5.558	eV
relative energy (zero: lowest compared OMol25 entry of this formula, charge and spin)	2.343	eV
HOMO level (spin up / spin down)	-12.46 / -12.48	eV
⟨S²⟩	1.20

# 2
ORCA calculation (ωB97M-V with the def2-TZVPD basis set) on 14 unconnected molecules or ions with the total composition C18H64N8O14.

Geometry as ORCA input:
```
! RIJCOSX wB97M-V def2-TZVPD def2/J DEFGRID3
* xyz 0 1
C 0.492 -6.671 -6.262
C 1.181 -7.297 -7.387
O 0.437 -8.337 -7.891
H 0.362 -7.339 -5.428
H -0.525 -6.222 -6.430
H 1.090 -5.874 -5.849
H 2.124 -7.692 -6.938
H 1.273 -6.683 -8.244
H 0.764 -8.564 -8.748
C -4.607 -0.514 -9.830
C -4.752 0.969 -9.884
O -5.622 1.440 -8.887
H -4.408 -0.755 -8.781
H -3.810 -0.796 -10.424
H -5.513 -1.158 -10.060
H -5.171 1.281 -10.846
H -3.750 1.433 -9.850
H -5.322 2.210 -8.452
C -5.557 -10.067 -5.159
C -5.921 -8.625 -4.867
O -5.674 -7.899 -6.032
H -5.798 -10.769 -4.380
H -4.502 -10.117 -5.284
H -6.018 -10.538 -5.985
H -5.358 -8.463 -3.988
H -6.944 -8.410 -4.441
H -6.563 -7.749 -6.447
C 0.933 -3.340 -7.794
C 2.137 -2.915 -7.110
O 2.027 -3.418 -5.766
H 1.067 -4.392 -8.057
H 0.798 -2.799 -8.728
H 0.042 -3.263 -7.196
H 2.127 -1.846 -6.981
H 3.087 -3.148 -7.590
H 2.585 -2.777 -5.311
C -2.686 -4.881 -8.427
O -1.372 -5.040 -8.892
N -3.440 -3.817 -8.491
N -3.439 -5.958 -8.128
H -2.830 -3.028 -8.628
H -4.320 -3.718 -7.889
H -2.955 -6.955 -7.983
H -4.234 -5.718 -7.437
C -5.652 -5.224 -10.927
O -6.519 -5.523 -12.051
N -5.416 -3.992 -10.550
N -5.056 -6.111 -10.226
H -6.021 -3.326 -11.063
H -4.875 -3.765 -9.750
H -5.510 -6.983 -10.309
H -4.413 -5.994 -9.332
C -3.095 -8.914 -8.547
O -2.606 -9.318 -9.750
N -2.349 -8.426 -7.597
N -4.386 -8.994 -8.219
H -1.330 -8.207 -7.750
H -2.587 -8.268 -6.585
H -4.969 -9.032 -9.089
H -4.735 -8.566 -7.341
C -5.993 -4.698 -6.968
O -6.953 -5.375 -7.739
N -5.026 -5.238 -6.198
N -5.868 -3.403 -7.032
H -5.120 -6.253 -5.922
H -4.340 -4.680 -5.645
H -6.542 -2.924 -7.713
H -5.442 -2.885 -6.199
C -1.081 -0.456 -8.670
O -1.912 -1.574 -8.363
H -0.685 -0.545 -9.684
H -0.244 -0.427 -7.955
H -1.611 0.491 -8.558
H -2.139 -1.533 -7.439
C -2.560 -6.949 -4.542
O -2.667 -8.371 -4.755
H -3.368 -6.590 -3.863
H -2.613 -6.395 -5.482
H -1.639 -6.760 -4.023
H -2.659 -8.756 -3.878
C -1.015 -2.566 -11.394
O 0.183 -1.956 -11.896
H -0.881 -3.006 -10.414
H -1.291 -3.258 -12.118
H -1.834 -1.832 -11.189
H 0.907 -2.562 -11.681
C 0.035 -8.130 -10.969
O 0.956 -9.017 -10.413
H -0.641 -7.605 -10.214
H -0.634 -8.792 -11.600
H 0.650 -7.465 -11.616
H 1.628 -9.199 -10.988
C -2.991 -7.320 -12.528
O -2.622 -6.290 -11.628
H -2.230 -7.569 -13.306
H -3.875 -6.965 -13.095
H -3.290 -8.208 -12.003
H -3.325 -6.110 -11.035
C 1.977 -4.452 -10.658
O 2.362 -3.303 -11.398
H 2.575 -4.426 -9.739
H 2.192 -5.302 -11.252
H 0.904 -4.470 -10.485
H 3.334 -3.184 -11.418
*
```

LUMO	-0.820	eV
electronic energy	-60282.2512	eV
frontier orbital gap	7.104	eV
relative energy (zero: lowest compared OMol25 entry of this formula, charge and spin)	2.397	eV
HOMO level	-7.92	eV

# 3
ORCA calculation (ωB97M-V with the def2-TZVPD basis set) on 2 unconnected molecules or ions with the total composition C3H2ClNO.

Geometry as ORCA input:
```
! RIJCOSX wB97M-V def2-TZVPD def2/J DEFGRID3
* xyz 0 3
C 0.739 -1.583 1.706
C -0.060 1.429 -1.587
C -0.567 0.781 -0.585
N 0.903 -0.620 1.123
O 0.423 2.004 -2.473
Cl -1.582 -0.604 -0.868
H 0.582 -2.481 2.246
H -0.438 1.073 0.439
*
```

LUMO (spin up / spin down)	0.763 / -1.918	eV
electronic energy	-19198.4465	eV
frontier orbital gap (spin up / spin down)	6.910 / 9.512	eV
relative energy (zero: lowest compared OMol25 entry of this formula, charge and spin)	0.000	eV
HOMO level (spin up / spin down)	-6.15 / -11.43	eV
⟨S²⟩	2.01

# 4
ORCA calculation (ωB97M-V with the def2-TZVPD basis set) on a single C2H2N2O2 molecule.

Geometry as ORCA input:
```
! RIJCOSX wB97M-V def2-TZVPD def2/J DEFGRID3
* xyz 0 1
O 2.241 -0.137 -0.007
C 1.016 -0.038 -0.073
N 0.300 -1.191 0.027
C -0.962 -0.781 -0.022
O -1.093 0.464 0.044
N 0.178 1.079 -0.194
H -1.865 -1.296 -0.325
H 0.185 1.901 0.550
*
```

SMILES	O=c1nco[nH]1
LUMO	0.257	eV
electronic energy	-9178.9896	eV
frontier orbital gap	10.410	eV
relative energy (zero: lowest compared OMol25 entry of this formula, charge and spin)	2.797	eV
HOMO level	-10.15	eV

# 5
ORCA calculation (ωB97M-V with the def2-TZVPD basis set) on a molecular structure, C36H29N13O4S3W.

Geometry as ORCA input:
```
! RIJCOSX wB97M-V def2-TZVPD def2/J DEFGRID3
* xyz 0 3
W -0.529 0.900 -0.286
C 3.505 -0.724 0.736
C 2.100 -0.499 0.310
N 1.344 0.458 0.713
N 1.830 1.390 1.608
C 0.862 2.231 1.859
O -0.315 2.085 1.339
C 1.088 3.423 2.698
C 0.018 4.275 2.955
C 0.230 5.444 3.669
C 1.503 5.763 4.118
C 2.570 4.908 3.867
C 2.365 3.737 3.158
C 1.412 -1.406 -0.612
C 1.957 -2.584 -1.082
C 1.171 -3.420 -1.862
C -0.139 -3.066 -2.117
C -0.615 -1.859 -1.634
N 0.156 -1.031 -0.927
H 3.830 0.076 1.393
H 4.146 -0.760 -0.147
H 3.595 -1.675 1.265
H -0.963 4.029 2.570
H -0.597 6.116 3.857
H 1.669 6.688 4.654
H 3.561 5.161 4.217
H 3.185 3.061 2.955
H 2.978 -2.838 -0.839
H 1.580 -4.340 -2.259
H -0.793 -3.689 -2.709
H -1.621 -1.525 -1.837
N -4.698 2.094 6.520
C -4.360 1.828 5.209
C -5.350 1.563 4.258
C -5.007 1.259 2.956
C -3.671 1.225 2.586
C -2.674 1.482 3.519
C -3.015 1.776 4.823
S -3.262 0.886 0.921
O -4.417 0.380 0.251
O -2.607 2.068 0.348
N -1.981 -0.136 0.930
C -2.099 -1.393 1.485
N -3.271 -1.729 2.036
C -3.356 -2.935 2.571
C -2.296 -3.828 2.583
C -1.120 -3.364 2.023
N -0.999 -2.158 1.480
H -5.644 2.374 6.709
H -4.004 2.528 7.101
H -6.393 1.592 4.550
H -5.767 1.038 2.219
H -1.635 1.451 3.220
H -2.239 1.968 5.554
H -4.312 -3.192 3.016
H -2.377 -4.813 3.016
H -0.226 -3.980 2.015
S -3.853 0.859 -3.657
C -2.656 0.849 -2.623
N -1.728 0.804 -1.885
N 3.203 0.921 -2.472
C 2.569 0.126 -3.388
N 1.290 0.103 -3.516
C 0.915 -0.828 -4.477
C -0.391 -1.072 -4.893
C -0.618 -2.059 -5.837
C 0.435 -2.800 -6.377
C 1.743 -2.551 -5.992
C 1.966 -1.561 -5.045
S 3.481 -1.008 -4.374
H 2.595 1.650 -2.109
H 4.152 1.188 -2.673
H -1.206 -0.485 -4.493
H -1.631 -2.250 -6.165
H 0.233 -3.562 -7.117
H 2.564 -3.108 -6.423
N 2.292 3.877 -0.495
C 1.009 3.574 -0.868
O 0.793 2.329 -1.143
C 0.052 4.570 -0.984
C -1.209 4.305 -1.581
N -2.222 4.087 -2.083
C 0.369 5.871 -0.512
N 0.689 6.888 -0.072
H 2.459 4.812 -0.150
H 2.755 3.144 0.022
*
```

LUMO (spin up / spin down)	-1.100 / -1.562	eV
electronic energy	-99698.7231	eV
frontier orbital gap (spin up / spin down)	6.131 / 6.446	eV
relative energy (zero: lowest compared OMol25 entry of this formula, charge and spin)	0.681	eV
HOMO level (spin up / spin down)	-7.23 / -8.01	eV
⟨S²⟩	2.02

# 6
ORCA calculation (ωB97M-V with the def2-TZVPD basis set) on a molecular structure, C38H85Ca3N3O13P2.

Geometry as ORCA input:
```
! RIJCOSX wB97M-V def2-TZVPD def2/J DEFGRID3
* xyz 0 1
Ca -0.431 2.889 -0.083
Ca 2.752 1.368 -0.016
Ca 0.786 -2.559 -0.912
P 2.149 4.137 0.128
O 3.048 3.261 1.063
O 1.662 3.091 -0.951
O 2.748 5.460 -0.273
O 0.784 4.484 0.828
P 0.185 0.060 -0.063
O 0.673 1.183 0.860
O -0.484 -1.276 0.384
O 1.535 -0.496 -0.608
O -0.660 0.823 -1.092
C -5.119 -0.264 1.209
C -6.443 -0.974 0.916
C -6.017 -2.438 0.721
O -4.700 -2.380 0.214
C -4.028 -1.304 0.860
H -5.050 0.018 2.262
H -4.971 0.665 0.660
H -6.940 -0.596 0.023
H -7.143 -0.836 1.740
H -6.674 -2.932 0.009
H -6.033 -2.965 1.683
H -3.274 -0.906 0.184
H -3.538 -1.643 1.781
C 3.092 0.151 4.353
C 3.849 -1.055 3.790
C 3.456 -0.994 2.312
O 3.428 0.396 2.016
C 2.960 1.129 3.168
H 3.534 0.623 5.228
H 2.084 -0.166 4.630
H 3.487 -1.970 4.263
H 4.933 -0.997 3.867
H 2.459 -1.423 2.139
H 4.211 -1.442 1.664
H 1.921 1.409 2.999
H 3.562 2.026 3.275
C -0.056 -0.747 -5.108
C 0.608 -2.056 -5.568
C 1.550 -2.364 -4.431
O 0.780 -2.042 -3.267
C 0.022 -0.834 -3.570
H -1.072 -0.600 -5.467
H 0.508 0.136 -5.413
H 1.061 -1.996 -6.555
H -0.186 -2.806 -5.594
H 2.514 -1.852 -4.439
H 1.729 -3.445 -4.411
H 0.498 0.042 -3.135
H -0.961 -0.914 -3.114
C -0.132 -2.534 4.582
C -0.427 -2.300 6.067
C -0.331 -0.786 6.162
O -0.872 -0.298 4.952
C -0.656 -1.249 3.898
H -0.666 -3.403 4.198
H 0.931 -2.676 4.382
H 0.287 -2.812 6.713
H -1.424 -2.657 6.324
H 0.698 -0.441 6.313
H -0.930 -0.398 6.990
H 0.058 -0.836 3.182
H -1.608 -1.442 3.403
C -2.678 3.620 3.836
C -2.848 2.106 3.753
C -1.910 1.738 2.590
O -1.847 2.895 1.761
C -2.463 4.029 2.388
H -1.749 3.831 4.376
H -3.469 4.177 4.332
H -3.866 1.837 3.462
H -2.542 1.622 4.676
H -2.289 0.876 2.033
H -0.925 1.466 2.972
H -3.407 4.241 1.872
H -1.792 4.876 2.244
C 5.689 -1.199 -2.719
C 4.657 -0.732 -1.704
N 4.776 0.680 -1.280
C 4.620 1.620 -2.412
C 3.258 1.400 -3.077
C 6.047 0.945 -0.584
C 6.019 2.198 0.276
H 6.696 -1.160 -2.299
H 5.653 -0.621 -3.639
H 5.524 -2.257 -2.942
H 3.645 -0.880 -2.086
H 4.705 -1.302 -0.770
H 4.571 2.635 -2.014
H 5.437 1.566 -3.139
H 2.909 2.279 -3.612
H 3.293 0.562 -3.785
H 2.518 1.130 -2.325
H 6.884 1.012 -1.294
H 6.274 0.081 0.050
H 5.515 3.054 -0.175
H 7.047 2.517 0.468
H 5.511 2.068 1.231
C -1.414 6.154 -0.868
C -1.284 5.211 -2.068
N -1.864 3.865 -1.813
C -3.304 3.999 -1.496
C -3.949 2.634 -1.230
C -1.753 3.094 -3.065
C -0.336 2.988 -3.639
H -2.409 6.603 -0.794
H -0.709 6.975 -0.985
H -1.173 5.654 0.069
H -1.775 5.678 -2.933
H -0.219 5.083 -2.256
H -3.329 4.550 -0.555
H -3.856 4.572 -2.249
H -4.883 2.788 -0.684
H -4.183 2.142 -2.174
H -3.307 1.995 -0.623
H -2.421 3.496 -3.846
H -2.084 2.060 -2.949
H 0.370 2.666 -2.871
H 0.033 3.920 -4.065
H -0.327 2.258 -4.453
C -0.388 -4.501 1.656
C -0.354 -5.279 0.349
N -0.652 -4.445 -0.835
C -0.281 -5.135 -2.079
C -1.135 -6.327 -2.491
C -2.045 -3.987 -0.800
C -2.403 -2.959 -1.881
H -1.379 -4.111 1.884
H 0.241 -3.604 1.622
H -0.073 -5.111 2.500
H 0.659 -5.673 0.216
H -1.032 -6.136 0.411
H -0.251 -4.411 -2.899
H 0.761 -5.454 -1.944
H -0.651 -6.913 -3.270
H -1.339 -6.993 -1.652
H -2.103 -5.990 -2.865
H -2.337 -3.562 0.157
H -2.754 -4.825 -0.900
H -3.482 -2.907 -1.989
H -2.005 -3.224 -2.864
H -2.002 -1.992 -1.565
*
```

LUMO	-1.139	eV
electronic energy	-145782.5364	eV
frontier orbital gap	4.365	eV
relative energy (zero: lowest compared OMol25 entry of this formula, charge and spin)	0.000	eV
HOMO level	-5.50	eV

# 7
ORCA calculation (ωB97M-V with the def2-TZVPD basis set) on a molecular structure, C10H36FeN18O12.

Geometry as ORCA input:
```
! RIJCOSX wB97M-V def2-TZVPD def2/J DEFGRID3
* xyz 0 5
Fe 1.517 -1.465 -3.853
C -0.088 0.341 -0.422
O 1.004 -0.086 -0.518
O -0.475 1.335 0.209
O -0.658 -0.099 -1.392
C -4.171 -6.975 -0.946
O -4.843 -7.610 -1.710
N -3.902 -5.734 -1.140
N -3.852 -7.548 0.191
H -4.141 -5.299 -2.020
H -3.308 -5.255 -0.479
H -3.031 -7.216 0.676
H -4.297 -8.441 0.345
C 2.110 -6.488 -1.203
O 1.646 -5.707 -1.976
N 1.752 -7.728 -1.032
N 2.695 -6.041 -0.111
H 1.911 -8.264 -0.191
H 1.363 -8.290 -1.775
H 2.713 -5.039 0.010
H 2.430 -6.575 0.705
C -0.171 -2.411 5.033
O -0.243 -3.191 5.960
N 0.024 -2.824 3.813
N -0.515 -1.175 4.993
H 0.209 -3.815 3.749
H 0.082 -2.125 3.086
H -0.984 -0.786 5.799
H -0.335 -0.478 4.285
C -3.557 1.745 -5.979
O -4.215 2.189 -6.889
N -4.019 0.882 -5.110
N -2.333 1.993 -5.625
H -4.938 0.468 -5.164
H -3.338 0.502 -4.468
H -1.854 2.721 -6.135
H -2.154 1.867 -4.639
C -2.957 6.823 -0.535
O -3.065 8.009 -0.224
N -1.932 6.213 -1.039
N -4.031 5.998 -0.424
H -2.148 5.251 -0.819
H -1.097 6.670 -0.702
H -4.000 5.022 -0.679
H -4.949 6.398 -0.293
C 4.361 2.926 -4.321
O 3.625 2.191 -4.970
N 5.430 3.392 -4.944
N 4.220 3.255 -3.000
H 5.513 2.960 -5.853
H 5.771 4.323 -4.751
H 3.553 2.611 -2.598
H 4.810 3.871 -2.459
C 7.259 -0.971 1.998
O 7.724 -0.078 1.288
N 6.011 -1.331 2.088
N 7.777 -1.315 3.104
H 5.334 -0.880 1.489
H 5.746 -1.811 2.936
H 7.387 -2.181 3.448
H 8.734 -1.004 3.195
C -6.053 1.179 1.894
O -7.171 0.956 2.330
N -5.560 0.849 0.741
N -5.313 1.965 2.586
H -4.581 1.096 0.721
H -6.011 0.216 0.096
H -5.246 2.102 3.585
H -4.429 2.074 2.110
C 2.379 4.811 3.767
O 2.806 5.688 4.473
N 3.097 3.947 3.125
N 1.091 4.621 3.738
H 4.069 4.165 2.962
H 2.549 3.439 2.445
H 0.725 3.940 3.089
H 0.541 5.229 4.327
*
```

LUMO (spin up / spin down)	-4.953 / -4.833	eV
electronic energy	-96726.7534	eV
frontier orbital gap (spin up / spin down)	3.760 / 3.728	eV
relative energy (zero: lowest compared OMol25 entry of this formula, charge and spin)	17.352	eV
HOMO level (spin up / spin down)	-8.71 / -8.56	eV
⟨S²⟩	6.05

# 8
ORCA calculation (ωB97M-V with the def2-TZVPD basis set) on a single C4H11N3 molecule.

Geometry as ORCA input:
```
! RIJCOSX wB97M-V def2-TZVPD def2/J DEFGRID3
* xyz 0 1
N 1.124 2.475 -1.428
C 0.868 1.611 -0.235
C 0.248 0.390 -0.341
N -1.011 0.270 -0.905
C 0.730 -0.796 0.547
C -0.331 -1.324 1.532
N -1.217 -2.402 0.831
H 1.967 2.290 -1.911
H 0.359 2.387 -2.075
H 1.336 1.897 0.757
H -1.543 1.222 -1.011
H -1.560 -0.569 -0.695
H 1.574 -0.426 1.102
H 1.088 -1.636 -0.090
H -1.219 -0.648 1.774
H 0.092 -1.807 2.389
H -2.025 -2.192 1.391
H -1.432 -2.203 -0.132
*
```

SMILES	N/C=C(\N)CCN
LUMO	0.795	eV
electronic energy	-8793.7543	eV
frontier orbital gap	7.953	eV
relative energy (zero: lowest compared OMol25 entry of this formula, charge and spin)	3.865	eV
HOMO level	-7.16	eV

# 9
ORCA calculation (ωB97M-V with the def2-TZVPD basis set) on a single CH3Cl2NO molecule.

Geometry as ORCA input:
```
! RIJCOSX wB97M-V def2-TZVPD def2/J DEFGRID3
* xyz 0 1
N 0.172 -0.293 -0.874
C -0.772 -0.016 0.158
O -0.443 -0.183 1.414
Cl -1.413 1.708 0.023
Cl -2.240 -1.034 -0.222
H -0.007 0.157 -1.683
H 1.068 -0.032 -0.576
H -1.133 0.326 1.862
*
```

SMILES	NC(O)(Cl)Cl
LUMO	0.661	eV
electronic energy	-29667.8599	eV
frontier orbital gap	11.141	eV
relative energy (zero: lowest compared OMol25 entry of this formula, charge and spin)	0.787	eV
HOMO level	-10.48	eV

Question: Which value of electronic energy does entry 3 give?
Answer: -19198.4465 eV